1.
Entry from OMol25: a molecular structure, CH12Ba2O9 at a distorted geometry (the ωB97M-V functional and the def2-TZVPD basis).

Cartesian coordinates (Å):
Ba1 0.22164 2.02044 -2.50303
Ba2 3.09378 -2.06549 -0.38620
O1 0.86532 0.20369 3.53573
O2 0.27080 -1.02197 -3.93587
O3 -2.18508 0.52375 -2.65000
O4 2.87989 2.18752 1.55347
O5 1.04978 -0.70245 0.90120
O6 -2.89882 0.44220 -0.04519
O7 0.95355 -0.39926 -1.30342
O8 -1.61861 -1.87050 2.16015
O9 -0.13012 1.01385 0.03151
C1 0.57634 -0.02846 -0.09280
H1 0.82461 -0.09887 2.61190
H2 3.51696 2.89273 1.38405
H3 3.32962 1.37279 1.31646
H4 1.67975 -0.15892 3.89422
H5 0.65441 -1.77424 -4.39868
H6 -2.03371 0.77046 0.24587
H7 -1.01529 -1.24641 1.74441
H8 -1.72617 -1.53463 3.05842
H9 -3.01752 0.43470 -3.12919
H10 -3.23979 -0.05181 0.71087
H11 -2.42828 0.28876 -1.71579
H12 0.37696 -1.19787 -2.98809

Calculated values
Charge ... +2
Energy relative to the best compared isomer or geometry (same formula, charge and spin) ... 0.0000 eV
HOMO energy ... -15.05 eV

***

2.
Entry from OMol25: a molecular structure, CH12BaO9 at a distorted geometry (the ωB97M-V functional and the def2-TZVPD basis).

Cartesian coordinates (Å):
Ba1 0.09178 0.18756 -0.23437
O1 1.08270 -2.02089 1.31799
O2 -0.47904 0.29032 2.51025
O3 2.88267 0.62713 -0.73404
O4 0.67357 3.01652 0.23977
O5 -2.06652 1.48568 3.53951
O6 -1.96487 0.63071 -1.94516
O7 -1.87258 -1.82633 -0.19113
O8 -1.87028 1.56340 1.30574
O9 1.17258 -1.89313 -1.96300
C1 -1.51207 1.10793 2.45336
H1 -2.63598 -1.81070 0.40407
H2 1.00931 -2.96612 1.47988
H3 0.62293 3.93836 -0.03036
H4 3.12660 1.40748 -1.24766
H5 1.21077 -2.84176 -2.12892
H6 0.31047 2.99621 1.14658
H7 -1.72438 -2.75753 -0.38840
H8 1.49340 -1.48981 -2.77947
H9 -2.80172 0.19049 -2.13342
H10 -1.87474 1.29847 -2.63686
H11 1.53945 -1.66908 2.09488
H12 3.58595 0.53510 -0.07923

Calculated values
Charge ... 0
Energy relative to the best compared isomer or geometry (same formula, charge and spin) ... 0.1569 eV
HOMO energy ... -5.00 eV